#1
17
Properties=species:S:1:pos:R:3:mulliken_charge:R:1 method="wB97M-V/def2-TZVPD" homo_energy_ev=-9.0 smiles="NC(N)N.C=C" gap_ev=10.10
N 0.661 -1.109 -0.365 -0.685
C 1.183 0.187 -0.045 0.574
N 2.469 0.125 0.587 -0.554
N 1.172 1.002 -1.212 -0.554
H -0.260 -0.981 -0.806 0.279
H 0.467 -1.642 0.474 0.277
H 0.389 0.702 0.741 -0.180
H 3.193 -0.154 -0.067 0.219
H 2.445 -0.375 1.467 0.189
H 1.426 0.474 -2.045 0.218
H 1.618 1.896 -1.056 0.238
C -2.087 -0.253 0.879 -0.559
C -2.860 0.198 -0.090 -0.394
H -2.248 -1.238 1.306 0.248
H -1.234 0.389 1.313 0.205
H -3.598 -0.412 -0.587 0.246
H -2.735 1.193 -0.497 0.233

#2
17
Properties=species:S:1:pos:R:3:mulliken_charge:R:1 method="wB97M-V/def2-TZVPD" homo_energy_ev=-8.9 smiles="C=NC.NCN" gap_ev=9.49
C 0.275 1.754 0.896 -0.602
N 1.369 1.846 1.545 -0.350
C 1.212 1.738 2.925 -0.753
H 0.151 2.237 0.014 0.445
H -0.724 1.515 1.358 0.340
H 2.180 1.705 3.526 0.271
H 0.517 2.519 3.307 0.322
H 0.728 0.792 3.411 0.277
N -0.314 -0.643 -1.189 -0.512
C -1.189 -1.748 -1.740 -0.291
N -0.519 -2.551 -2.857 -0.618
H -0.336 0.030 -1.930 0.207
H 0.002 -0.018 -0.407 0.268
H -2.145 -1.435 -2.086 0.256
H -1.480 -2.518 -0.851 0.265
H 0.107 -2.014 -3.453 0.230
H 0.164 -3.208 -2.470 0.246

#3
17
Properties=species:S:1:pos:R:3:mulliken_charge:R:1 method="wB97M-V/def2-TZVPD" homo_energy_ev=-9.2 smiles="[H]/N=C/C.NCN" gap_ev=10.09
H -0.313 1.066 -1.368 0.289
N 0.514 1.656 -1.328 -0.624
C 1.330 1.404 -0.412 0.285
C 2.574 2.204 -0.259 -1.031
H 1.216 0.605 0.338 0.220
H 3.442 1.550 -0.336 0.280
H 2.622 2.970 -1.026 0.278
H 2.593 2.667 0.727 0.281
N -0.980 -2.454 -0.266 -0.575
C -1.409 -1.102 0.031 0.273
N -2.180 -0.873 1.238 -0.576
H -1.772 -3.073 -0.393 0.220
H -0.402 -2.827 0.479 0.231
H -2.008 -0.751 -0.815 0.372
H -0.507 -0.494 0.112 -0.376
H -3.056 -1.384 1.217 0.220
H -1.664 -1.164 2.062 0.232

If we sort the structures by their calculated energies, the order from most to least stable is #3, #1, #2.

#1
11
Properties=species:S:1:pos:R:3:mulliken_charge:R:1 method="wB97M-V/def2-TZVPD" homo_energy_ev="-8.3 / -8.4" smiles="C=C=CN(N)I" gap_ev="7.14 / 7.15"
C -1.940 -0.137 0.667 -0.632
C -0.612 -0.143 0.745 0.134
C 0.686 -0.031 0.909 -0.063
N 1.331 0.438 -0.180 -0.375
N 0.471 0.586 -1.236 -0.357
I 3.156 -0.982 -0.728 -0.081
H -2.430 -0.894 0.246 0.384
H -2.557 0.816 1.028 0.190
H 1.308 -0.299 1.819 0.335
H -0.343 0.007 -1.120 0.200
H 0.930 0.639 -2.150 0.265

#2
11
Properties=species:S:1:pos:R:3:mulliken_charge:R:1 method="wB97M-V/def2-TZVPD" homo_energy_ev=-9.1 smiles=c1cn[nH]c1.I gap_ev=8.48
C 0.006 -0.949 -0.067 -0.101
C 0.685 -0.784 -1.303 -0.195
N 1.176 0.424 -1.457 -0.612
N 0.690 1.147 -0.403 0.246
C -0.109 0.391 0.389 -0.744
H -0.390 -1.921 0.289 0.328
H 0.895 -1.526 -2.086 0.392
H 0.906 2.096 -0.394 0.162
H -0.729 0.751 1.043 0.544
I 3.664 0.217 0.882 -0.119
H 4.806 -0.987 -0.190 0.099

#3
11
Properties=species:S:1:pos:R:3:mulliken_charge:R:1 method="wB97M-V/def2-TZVPD" homo_energy_ev=-8.0 smiles="C=C=CN(N)I" gap_ev=7.33
C -1.099 -2.349 0.065 -0.782
C -0.873 -1.051 -0.016 -0.225
C -0.532 0.217 -0.041 0.317
N 0.584 0.887 0.264 -0.264
N 0.854 2.308 0.037 -0.537
I 2.353 -0.375 -0.095 -0.014
H -1.197 -2.636 1.101 0.218
H -1.515 -3.021 -0.595 0.320
H -1.291 0.826 -0.376 0.399
H 1.019 2.572 -1.002 0.267
H 1.699 2.624 0.657 0.302

If we sort the structures by their calculated energies, the order from most to least stable is #2, #1, #3.

#1
49
Properties=species:S:1:pos:R:3:mulliken_charge:R:1 method="wB97M-V/def2-TZVPD" homo_energy_ev=-8.1 smiles="CC(=O)c1ccc(N2CCN(C(=O)CCc3ccccc3)CC2)cc1" gap_ev=8.53
C -7.056 2.083 2.700 -1.392
C -5.863 1.683 3.539 1.129
O -5.955 1.556 4.743 -0.624
C -4.589 1.459 2.832 0.174
C -4.439 1.536 1.446 -0.837
C -3.218 1.319 0.853 -0.681
C -2.076 1.018 1.613 1.148
N -0.874 0.767 0.993 0.291
C 0.230 0.133 1.673 -0.974
C 0.955 -0.809 0.695 -0.787
N 1.380 -0.088 -0.478 0.326
C 2.647 0.228 -0.851 0.802
O 2.858 1.018 -1.750 -0.685
C 3.789 -0.492 -0.155 -1.053
C 3.868 -1.960 -0.613 -1.088
C 3.820 -2.031 -2.114 0.478
C 2.629 -2.311 -2.769 -0.023
C 2.570 -2.321 -4.151 -0.826
C 3.704 -2.049 -4.895 -0.386
C 4.897 -1.772 -4.251 -0.650
C 4.953 -1.763 -2.869 -0.216
C 0.268 0.555 -1.146 -0.868
C -0.433 1.502 -0.173 -0.871
C -2.231 0.938 3.004 -0.310
C -3.456 1.151 3.590 -1.170
H -7.293 1.294 1.988 0.363
H -6.843 2.997 2.152 0.382
H -7.911 2.244 3.352 0.345
H -5.286 1.755 0.814 0.319
H -3.151 1.359 -0.224 0.361
H 0.946 0.880 2.052 0.210
H -0.140 -0.463 2.507 0.544
H 0.255 -1.596 0.386 0.140
H 1.797 -1.272 1.203 0.519
H 4.700 0.023 -0.463 0.466
H 3.709 -0.427 0.931 0.344
H 4.801 -2.391 -0.243 0.478
H 3.038 -2.533 -0.194 0.421
H 1.739 -2.523 -2.193 0.340
H 1.635 -2.537 -4.648 0.381
H 3.658 -2.052 -5.974 0.385
H 5.786 -1.559 -4.826 0.370
H 5.886 -1.543 -2.370 0.391
H -0.433 -0.213 -1.490 0.267
H 0.664 1.103 -2.002 0.544
H 0.285 2.279 0.133 0.242
H -1.274 1.991 -0.660 0.491
H -1.382 0.735 3.638 0.358
H -3.563 1.100 4.663 0.433

#2
49
Properties=species:S:1:pos:R:3:mulliken_charge:R:1 method="wB97M-V/def2-TZVPD" homo_energy_ev=-8.2 smiles="CCc1cccc2c(C(=O)[C@H](NCCOC)c3ccccc3)c[nH]c12" gap_ev=8.80
C -5.568 -0.143 -0.222 -1.033
C -4.999 1.118 0.433 -1.085
C -3.577 1.350 0.007 0.617
C -3.243 2.252 -0.984 -0.610
C -1.920 2.447 -1.381 -1.304
C -0.882 1.740 -0.816 -0.344
C -1.174 0.800 0.174 1.630
C -0.400 -0.090 1.000 0.585
C 1.017 -0.422 1.024 0.240
O 1.532 -0.979 1.973 -0.673
C 1.861 -0.130 -0.227 0.897
N 2.649 -1.307 -0.565 -0.219
C 2.034 -2.219 -1.501 -0.861
C 0.644 -2.775 -1.115 -0.532
O 0.568 -3.334 0.174 -0.228
C 1.289 -4.528 0.342 -0.777
C 2.767 1.054 0.063 -0.525
C 2.282 2.159 0.753 0.003
C 3.104 3.244 1.001 -0.997
C 4.418 3.238 0.566 -0.420
C 4.907 2.138 -0.117 -0.714
C 4.086 1.052 -0.367 -0.542
C -1.296 -0.716 1.839 -1.463
N -2.554 -0.299 1.579 0.057
C -2.523 0.635 0.574 -0.748
H -4.974 -1.017 0.036 0.320
H -6.593 -0.311 0.102 0.352
H -5.560 -0.037 -1.304 0.311
H -5.054 1.024 1.521 0.337
H -5.608 1.976 0.143 0.431
H -4.025 2.831 -1.455 0.406
H -1.708 3.177 -2.148 0.399
H 0.132 1.934 -1.128 0.417
H 1.218 0.110 -1.079 0.559
H 2.879 -1.779 0.307 0.346
H 2.732 -3.048 -1.648 0.461
H 1.923 -1.701 -2.460 0.366
H 0.343 -3.518 -1.872 0.513
H -0.092 -1.966 -1.108 0.199
H 1.000 -5.272 -0.412 0.327
H 1.035 -4.898 1.333 0.240
H 2.371 -4.372 0.289 0.290
H 1.261 2.173 1.106 0.382
H 2.716 4.096 1.540 0.402
H 5.058 4.086 0.762 0.391
H 5.932 2.124 -0.457 0.389
H 4.458 0.188 -0.895 0.407
H -1.080 -1.462 2.579 0.560
H -3.385 -0.623 2.044 0.239

#3
49
Properties=species:S:1:pos:R:3:mulliken_charge:R:1 method="wB97M-V/def2-TZVPD" homo_energy_ev=-7.7 gap_ev=7.43
C -5.351 -1.442 0.685 -1.420
H -6.308 -1.272 0.767 0.469
H -5.112 -2.384 0.259 0.340
H -4.815 -1.339 1.514 0.482
C -4.839 -0.671 -0.627 -1.133
C -3.452 -0.808 -0.653 1.174
C -3.016 -1.623 -1.581 -0.947
C -1.586 -1.724 -2.039 -1.330
C -0.672 -1.195 -1.159 0.082
C -1.007 -0.456 -0.019 0.730
C -2.494 0.003 0.177 -1.118
N -2.716 0.678 1.172 0.099
C -1.386 0.676 1.705 -0.759
C -0.377 0.378 1.107 0.964
C 0.988 0.478 1.320 0.320
O 1.216 0.829 2.699 -0.697
C 2.132 0.155 0.447 1.077
N 1.802 0.935 -0.789 -0.357
H 1.039 0.822 -1.302 0.313
C 1.943 2.475 -0.766 -0.496
H 1.933 2.725 -2.026 0.265
H 2.820 2.789 -0.291 0.279
C 0.852 3.311 -0.089 -0.002
O 0.904 4.648 -0.066 -0.564
C 0.629 5.307 -1.735 -0.636
H 0.682 6.239 -1.370 0.321
H -0.343 4.597 -1.827 0.285
H 1.409 5.056 -2.294 0.297
H 0.829 2.947 1.037 0.115
H -0.089 2.826 -0.455 0.191
C 2.414 -1.038 0.109 -0.697
C 2.986 -1.567 -1.150 -1.011
C 3.351 -2.832 -1.228 -0.820
C 2.994 -3.953 -0.313 -0.981
C 2.382 -3.506 0.898 -0.347
C 2.153 -1.905 1.159 -0.990
H 1.676 -1.808 1.880 1.114
H 2.179 -4.157 1.914 0.226
H 3.232 -4.821 -0.450 0.788
H 3.680 -3.038 -2.078 0.663
H 3.326 -0.867 -1.604 0.909
H 2.861 0.847 1.062 0.260
H -1.403 1.418 2.729 0.153
H -3.548 0.758 1.653 0.254
H 0.319 -1.390 -1.278 0.540
H -1.089 -2.434 -2.749 0.305
H -3.549 -2.034 -2.401 0.422
H -4.910 0.395 -0.134 0.231
H -5.379 -0.574 -1.509 0.634

If we sort the structures by their calculated energies, the order from most to least stable is #1, #2, #3.